58
Properties=species:S:1:pos:R:3:forces:R:3:lowdin_charge:R:1 method="wB97M-V/def2-TZVPD" homo_lumo_gap_ev=7.3 homo_energy_ev=-5.32 charge=-1
S 0.508900 0.165700 2.761000 0.43 -0.05 0.10 0.83
C -0.741800 -4.279800 -0.283300 0.87 -0.78 -0.02 -0.22
N 0.218400 1.245600 -0.027200 -0.84 -1.11 0.42 -0.04
C 0.850500 -0.983800 5.221700 0.29 -0.51 0.56 -0.24
C -3.558600 0.742400 2.825000 -0.09 -0.09 -0.16 -0.06
B -0.116500 -2.172900 -0.598600 0.10 0.03 0.57 -0.36
N -0.558300 0.903000 5.060100 -0.23 0.14 0.72 -0.09
H -0.323400 2.676100 1.350600 0.10 -0.06 -0.09 0.13
C 6.421800 1.590000 0.804400 -0.05 -0.01 -0.05 -0.10
C -2.500900 1.507000 2.377300 0.21 -0.03 -0.39 -0.04
H 4.132200 -0.894900 0.796100 -0.04 -0.02 0.00 0.12
C 1.411800 -5.397400 -0.378500 0.00 0.36 -0.10 0.00
H 2.332700 -3.436700 7.779800 0.01 -0.02 0.04 0.10
O 1.987000 -0.413300 -0.165300 -0.30 -0.72 0.08 -0.05
N -2.206000 0.042800 0.507900 0.36 0.34 -0.18 0.11
C 5.895700 0.318000 0.983500 0.11 -0.12 0.05 -0.10
O 3.549000 3.399400 -0.491900 0.13 0.04 0.05 0.05
H 1.324600 -7.484000 0.060600 0.03 -0.09 -0.03 0.09
N 1.481400 1.781800 -0.074400 0.72 1.11 0.04 0.07
C 0.546000 -0.867800 6.569100 -0.35 0.50 -0.73 -0.20
H 6.513400 -0.482000 1.369300 0.00 0.00 0.02 0.09
C -1.819400 1.095700 1.224000 -1.34 -0.28 0.39 -0.35
C -3.233800 -0.667600 0.930300 -0.22 -0.24 0.12 -0.13
C 2.348800 0.806600 -0.068100 0.31 0.67 0.08 -0.42
C 1.069800 -1.724800 7.507000 -0.05 -0.03 0.29 -0.05
C 3.767100 1.103400 0.170600 0.14 0.09 -0.08 -0.07
H -2.149500 2.353200 2.946100 0.09 0.06 0.07 0.11
H 1.928900 -2.069800 3.731900 -0.01 -0.02 -0.11 0.09
C -0.622400 -6.605600 0.127700 0.07 -0.23 0.04 -0.11
H -4.066900 1.001600 3.742200 -0.01 0.01 0.07 0.11
C 5.636400 2.613900 0.307900 0.00 0.15 -0.07 -0.02
C 1.688200 -1.995600 4.781500 -0.09 0.14 0.00 -0.03
H 6.044500 3.604100 0.166300 -0.02 0.09 -0.02 0.11
C -3.936700 -0.377400 2.092700 0.10 0.18 0.03 -0.05
C 0.201800 0.070500 4.413100 0.15 0.04 -0.80 -0.79
H -4.749800 -1.007400 2.425600 0.01 -0.05 -0.05 0.10
C -0.581800 1.747400 0.846900 0.62 0.65 -0.40 -0.14
C 1.909400 -2.743600 7.065900 -0.13 0.12 0.06 -0.08
H 0.831500 -1.607800 8.553500 -0.01 -0.03 0.11 0.11
S -0.636000 0.497000 6.651300 -0.19 -0.11 0.47 0.63
O -0.172500 1.566200 7.496500 0.28 -0.08 -0.19 -0.32
C 0.752100 -6.576400 -0.062800 -0.06 -0.18 0.05 -0.11
O -1.211900 -3.021300 -0.376100 -0.78 0.42 -0.11 0.13
H -2.459800 -5.469300 0.185700 -0.15 -0.03 0.02 0.11
H -3.470800 -1.529200 0.317900 -0.12 -0.06 0.04 0.11
O 1.024700 -2.988400 -0.700700 0.63 0.07 -0.36 0.12
C 0.646300 -4.255000 -0.483100 -0.78 -0.78 0.22 -0.22
H -1.099700 -7.539200 0.391600 -0.03 -0.05 -0.01 0.09
Be 0.421600 -0.474900 -0.171700 -0.10 0.35 -0.59 0.27
O -1.942300 -0.026100 6.969900 0.08 -0.13 -0.13 -0.33
H 2.615100 3.082500 -0.500500 -0.03 0.14 0.09 0.07
H 2.479100 -5.355000 -0.517900 0.18 -0.02 -0.01 0.11
C 2.201300 -2.880300 5.715300 0.08 -0.06 0.01 -0.08
C 4.298000 2.389200 -0.008900 -0.03 -0.19 0.02 -0.27
H 2.844000 -3.685100 5.388900 0.07 -0.05 -0.02 0.10
C 4.574000 0.082300 0.664900 -0.02 0.03 -0.10 -0.01
H 7.456000 1.780500 1.058100 0.04 0.06 -0.01 0.10
C -1.395100 -5.457500 0.016600 -0.13 0.44 -0.06 0.00

=====

50
Properties=species:S:1:pos:R:3:forces:R:3:lowdin_charge:R:1 method="wB97M-V/def2-TZVPD" homo_lumo_gap_ev=9.1 smiles="C[C@H](/C=C(/C#N)c1ccc(Cl)c(Cl)c1)[C@H](c1ccccc1)[C@@H](C#N)c1ccc(Cl)c(Cl)c1" homo_energy_ev=-9.28 charge=0
C 1.191574 -1.564244 1.499318 -0.56 -0.05 1.52 -0.24
H -0.389782 -2.844053 -1.104887 0.52 -0.74 -0.13 0.10
Cl -5.334197 3.202426 -2.724617 0.32 -0.89 0.07 0.64
C 1.908841 -0.528962 3.686521 0.60 0.23 -0.67 -0.01
H 2.573593 0.497888 5.468043 0.11 -0.09 -0.67 0.12
H -1.211528 1.057046 -1.362134 0.75 0.05 0.11 0.07
H -2.778233 -2.674561 0.916916 0.31 -0.31 0.16 0.09
H 1.392589 -0.677837 -1.615338 -0.26 0.23 0.34 0.10
C 2.193276 -0.778324 2.319797 -0.11 0.51 1.23 -0.18
H 1.003171 3.932701 0.206572 -0.21 -0.72 0.00 0.11
C -1.246159 -2.234620 -3.464768 -0.01 -0.11 0.65 -0.17
C 0.090119 -0.638243 0.979934 -1.10 0.04 -1.68 -0.16
H 1.023931 -0.959351 4.182806 0.60 0.14 -0.30 0.13
Cl 4.852764 2.027247 4.771183 -0.63 -0.34 -0.37 0.65
C -1.543446 -1.513062 -2.235084 1.89 -2.17 1.67 -0.17
Cl -2.522389 3.475998 -1.137728 -0.42 -0.87 -0.58 0.65
C 1.817822 -2.335362 0.485531 2.04 -2.56 -4.06 -0.19
H -5.569864 0.430963 -3.524151 0.12 -0.13 -0.16 0.10
C 3.313382 -0.189982 1.748343 0.50 0.74 0.60 -0.04
C -4.270250 1.810505 -2.562870 0.83 0.31 0.17 -0.65
C 1.631017 1.415633 -1.935500 0.34 -0.57 0.07 -0.07
C 3.797825 1.005202 3.802396 1.50 -0.44 -0.45 -0.66
N 2.294292 -2.945745 -0.403830 -1.38 1.77 2.76 0.20
H -3.977867 -1.509757 -3.362831 0.04 0.28 -0.01 0.12
H 3.544900 -0.347935 0.708947 0.08 -0.13 -0.21 0.11
C -4.584154 0.559203 -3.097988 0.85 -0.43 0.58 -0.07
C 1.018530 2.905677 -0.194554 -0.11 -0.10 0.80 -0.08
Cl 5.497081 1.415907 1.720862 0.16 0.04 -0.19 0.71
H 1.953687 3.564115 -2.025524 -0.18 -0.45 0.26 0.11
C -1.000045 -1.978471 -1.047514 -0.94 1.68 -1.92 0.02
H -1.104874 -3.356080 1.247529 -0.83 0.58 0.19 0.10
C -3.669049 -0.532585 -2.988811 -1.41 0.71 -0.47 0.00
C -1.762500 -2.446713 1.262248 0.74 -0.53 -0.81 -0.05
H 2.052215 1.298811 -2.935477 -0.10 -0.38 0.31 0.11
C 4.148330 0.693141 2.479533 -1.43 -0.46 0.09 -0.67
C 0.526509 1.801591 0.561298 0.37 1.48 -0.24 -0.04
C 1.582932 2.713854 -1.439325 -0.42 0.00 0.10 -0.09
H -1.955418 -0.638004 0.275470 -0.22 0.77 -0.25 0.13
C 0.602791 0.503200 0.102006 0.93 -0.55 -0.87 -0.21
H 0.120177 2.012974 1.548179 -0.06 -0.11 -0.13 0.12
H -0.331022 -0.178424 1.860871 -0.14 0.18 0.40 0.13
N -1.009989 -2.818375 -4.426378 -0.03 0.07 -0.06 0.17
H 0.704024 -2.299195 2.172528 0.22 0.34 -0.18 0.15
H -1.829077 -2.034935 2.256154 0.00 -0.02 0.51 0.08
C -1.183358 -1.381444 0.314043 0.63 -0.07 0.65 -0.28
C -3.018622 1.969487 -1.924487 0.31 -0.73 -0.27 -0.61
C -2.111511 0.885077 -1.896479 -1.38 0.56 0.20 -0.02
C -2.426630 -0.395406 -2.393958 -1.23 2.63 0.31 -0.21
C 1.227148 0.305611 -1.169945 -0.24 0.69 -0.12 -0.03
C 2.767443 0.317413 4.397149 -1.44 -0.07 1.05 -0.11

=====

69
Properties=species:S:1:pos:R:3:forces:R:3:lowdin_charge:R:1 method="wB97M-V/def2-TZVPD" homo_lumo_gap_ev="5.1 / 7.2" homo_energy_ev="-0.98 / -3.13" spin_multiplicity=3 charge=-2 de_lowest_kcal_mol=47.98 s2=2.028
H 2.435185 -4.293038 0.738980 0.26 -0.49 0.01 0.14
O -4.020321 -0.348308 -0.268345 0.35 0.70 0.23 -0.27
C -0.664308 3.041953 2.469297 0.83 -0.31 -0.87 -0.08
B 0.327761 1.435785 -3.246545 0.31 -1.14 -0.12 -0.69
O -0.810136 3.203903 -0.853227 -0.69 0.71 -0.44 -0.59
S -3.173949 0.813478 -0.357144 -0.03 0.87 -0.39 0.51
C -3.867994 3.591236 -0.237964 -0.17 0.09 0.23 -0.31
F 5.805701 4.900338 -2.465449 -0.03 0.01 0.04 0.09
C 1.108106 -4.864371 -0.831154 -0.48 -1.62 0.35 -0.21
F 4.483862 5.761893 -0.351021 -0.35 0.39 0.21 0.10
C 0.493351 -3.588921 -0.898217 -1.25 0.51 -1.63 -0.15
O -2.654588 1.118268 -1.707357 -0.02 -0.20 -0.84 -0.38
Se 1.790482 1.382986 0.328489 -0.34 -0.59 -0.23 0.77
H -3.449969 1.625493 4.406477 0.19 0.22 0.15 0.05
H 2.967668 -10.060434 -1.108862 0.45 0.16 0.30 0.08
O -3.199668 3.964058 -1.365098 0.14 -0.81 -0.32 -0.28
N -0.646848 1.689971 2.979659 -0.79 0.85 0.82 -0.03
C -5.470040 3.070841 1.977991 0.11 -1.35 0.52 -0.11
H -0.940120 3.695617 3.259214 -0.27 0.77 0.61 0.07
C 3.457238 -7.109730 0.620180 0.26 -3.99 -2.36 -0.04
N 2.097052 -5.085131 0.212969 -1.94 1.21 -1.52 0.15
H 0.014957 1.077936 2.590942 0.81 -0.98 -0.28 0.05
S -1.774341 -0.315244 4.341553 0.19 -0.81 0.00 0.52
C -4.062739 2.267583 0.221941 -0.15 -0.60 -0.35 -0.16
H -0.935227 -1.252841 -2.900709 -0.71 0.93 -0.92 0.09
H -0.496296 -3.627856 -2.914629 0.35 0.98 0.94 0.12
H -6.046029 2.841770 2.854158 -0.40 0.09 0.31 0.09
O -1.434893 5.485878 -0.459826 0.00 0.82 0.71 -0.42
H -1.366437 3.069309 1.645246 -0.15 0.45 -0.23 0.06
N -2.633865 2.153066 4.121065 0.20 -0.86 -0.24 0.05
C 4.867436 4.118605 -1.896675 0.74 -1.34 -2.58 -0.15
H 3.629670 -6.820998 1.525778 2.22 1.70 5.44 0.04
C -4.503181 4.622582 0.437980 0.19 1.06 0.57 -0.01
C 3.233853 3.726892 -0.242872 0.15 1.48 1.04 -0.26
F 3.659866 0.708508 -2.074643 0.16 0.59 -0.19 0.07
C 2.080699 -8.158453 -1.471643 1.33 -1.80 -1.71 -0.05
C -0.250485 -2.963080 -2.038702 1.30 -4.13 0.23 -0.03
H 1.816430 -8.624599 -2.461597 -0.81 1.02 1.11 0.10
C 3.778550 2.000781 -1.712827 -0.01 -0.46 -0.69 -0.23
H 0.840391 -2.918652 1.223434 0.18 -1.65 0.12 0.10
N 0.853144 -6.053586 -1.525402 1.59 3.89 0.46 0.14
H 0.334720 3.341458 2.090795 -0.64 -0.42 0.21 0.07
H -4.314119 5.674232 0.090427 -0.28 -1.28 0.28 0.14
H -2.888774 2.999299 3.612237 0.57 -0.57 -0.25 0.07
F 0.828853 0.689735 -4.245226 0.02 -0.90 -0.18 0.12
C 1.910124 -6.814906 -1.130201 -1.84 -2.44 -0.27 -0.30
C -4.874493 1.974177 1.318311 0.46 2.18 -0.62 -0.05
C 4.645174 2.825941 -2.430252 0.03 -0.20 1.10 -0.11
S -1.549031 4.433775 -1.432608 0.42 -1.15 -0.21 0.86
C 3.016864 2.444847 -0.630070 -0.14 -0.33 -0.29 -0.52
N -0.314643 -0.833056 -0.927802 0.15 -0.36 0.00 -0.12
C -0.552078 -1.671906 -2.020809 0.86 1.25 2.35 -0.17
C 2.572601 -6.331459 -0.001416 -0.09 0.30 -1.75 -0.27
H 4.213651 -9.222559 0.828632 0.77 0.29 0.92 0.07
F 2.666740 4.217044 0.883406 -0.01 -0.03 -0.43 0.05
C 0.490965 -2.746057 0.213669 1.34 0.81 2.72 -0.09
C 4.137306 4.576815 -0.866783 -0.07 0.00 1.12 -0.17
F 5.379717 2.333369 -3.460996 -0.42 0.55 0.60 0.08
Ti -0.537578 1.284755 -1.223102 -0.13 -1.06 1.44 0.80
C 3.674012 -8.485071 0.279887 -1.08 0.47 -0.44 -0.11
C -5.268905 4.376883 1.587680 0.38 -0.15 -1.76 -0.09
H -5.782681 5.225999 1.989783 -0.16 0.10 0.70 0.09
C -1.636372 1.214474 3.728237 -0.89 1.80 0.15 -0.96
F 0.459064 2.694090 -3.591017 0.12 2.37 -0.45 0.13
H -0.165051 -0.870080 1.162757 1.01 -0.49 -0.17 0.09
C 0.169152 -1.447248 0.285209 -3.22 1.98 -3.97 -0.16
C 2.960337 -9.024392 -0.773052 -0.86 1.73 -0.73 -0.15
O -1.992145 0.919197 0.500573 0.42 -0.70 1.04 -0.38
H -4.923377 0.937157 1.596286 -0.42 -0.10 0.40 0.11

=====

One value per record, in order, for E: -2508.26050 -2951.82700 -6896.98636 hartree.